74
Properties=species:S:1:pos:R:3:mulliken_charge:R:1 method="wB97M-V/def2-TZVPD" energy_ha=-3040.78161 orbital_gap_ev=6.255 charge=+2 relative_energy_kcal_mol=0.00 mol_weight_g_mol=805.17 e_homo_ev=-13.94 lumo_energy_ev=-7.7 spin_multiplicity=1
Au 0.312 -0.135 1.742 0.48
Cl 5.553 -2.195 6.187 -0.16
S -2.749 -0.600 2.300 0.41
S 0.267 2.109 1.263 -0.40
O 2.263 -0.047 1.835 -0.54
O -1.626 -0.251 1.263 0.34
O 0.273 -1.938 2.753 -0.66
O -1.183 1.614 -3.344 -0.47
N -0.262 1.685 -1.280 0.44
N 1.912 2.457 -0.779 0.03
C 4.545 -1.605 4.926 -0.07
C -4.692 -3.036 0.276 -0.23
C -3.826 1.591 1.137 0.23
C 2.933 -0.561 2.862 0.67
C 2.455 -1.591 3.713 0.69
C -3.453 3.871 1.812 -0.73
C -3.176 4.219 0.497 -0.54
C -3.084 -2.372 2.077 -0.94
C -3.943 -3.492 -1.961 -0.52
C -4.153 0.159 1.451 -0.78
C 2.435 2.884 -2.095 -0.06
C 0.994 0.072 -4.419 -0.35
C 2.247 -1.570 -2.550 -0.98
C -4.971 -3.394 -1.035 -0.64
C 5.023 -0.607 4.062 -0.49
C 1.362 -0.595 -2.123 0.36
C 2.517 -1.713 -3.905 -0.42
C -0.281 1.225 -2.664 0.50
C 3.953 2.785 -2.102 -0.87
C 3.285 -2.097 4.747 -0.93
C -3.382 -2.774 0.667 0.10
C 4.236 -0.095 3.057 -0.68
C 1.894 -0.891 -4.838 -0.76
C 4.454 1.352 -2.223 -0.85
C -2.633 -3.240 -1.575 -0.82
C -3.782 2.560 2.132 -0.42
C 0.736 0.229 -3.057 -0.01
C 1.199 -2.216 3.563 0.23
C -3.229 3.255 -0.503 -0.29
C 0.713 2.058 -0.449 0.14
C -2.352 -2.885 -0.265 0.13
C -3.544 1.942 -0.181 -0.45
H -2.201 -2.858 2.493 0.41
H -2.944 5.245 0.247 0.46
H 2.100 3.909 -2.262 0.29
H 5.536 1.308 -2.120 0.43
H -1.195 1.752 -0.877 -0.47
H 4.191 0.928 -3.194 0.23
H 0.485 0.708 -5.131 0.52
H -1.829 -3.338 -2.292 0.48
H -5.990 -3.606 -1.330 0.42
H -1.327 -2.711 0.040 0.38
H -4.160 -3.778 -2.981 0.43
H 2.016 2.248 -2.867 0.14
H 1.143 -0.496 -1.066 0.31
H 4.018 0.709 -1.454 0.15
H 2.727 -2.220 -1.830 0.48
H 4.619 0.664 2.389 0.47
H -4.317 -0.424 0.545 0.31
H -3.919 -2.555 2.759 0.60
H 2.103 -1.012 -5.892 0.45
H 3.210 -2.474 -4.237 0.46
H -5.497 -2.973 0.999 0.39
H 6.031 -0.238 4.196 0.44
H 4.348 3.255 -1.194 0.39
H -3.053 3.529 -1.536 0.44
H 0.984 -3.057 4.227 0.45
H -3.434 4.624 2.587 0.45
H -3.607 1.190 -0.962 0.41
H -4.017 2.301 3.158 0.46
H 2.911 -2.879 5.395 0.45
H -5.002 0.032 2.128 0.72
H 2.511 2.656 0.013 0.37
H 4.316 3.394 -2.930 0.38

---

79
Properties=species:S:1:pos:R:3:lowdin_spin:R:1 method="wB97M-V/def2-TZVPD" energy_ha=-6905.20396 orbital_gap_ev="6.016 / 5.425" charge=-2 relative_energy_kcal_mol=19.48 mol_weight_g_mol=799.09 e_homo_ev="-2.05 / -1.45" lumo_energy_ev="4.0 / 4.0" spin_multiplicity=2
Br -5.598 2.989 -2.816 0.00
Co -0.118 0.859 -0.049 1.36
Cl 4.601 -0.674 3.860 0.00
Si 1.446 1.451 -1.637 -0.13
Si -0.744 -0.704 -1.648 -0.10
O -1.569 2.430 -0.993 0.01
O 0.086 2.975 3.663 0.00
O 1.832 2.779 5.255 0.00
O -0.411 2.210 1.630 0.00
O 3.633 1.535 5.718 0.00
O -3.043 4.009 -1.616 0.00
N 1.687 0.526 1.662 0.01
N -1.087 -0.526 1.837 0.00
N 2.791 -0.170 1.913 0.00
N -2.265 -0.933 3.658 0.00
C -1.091 -2.538 -1.152 -0.03
C 4.888 -2.270 -0.302 0.00
C 2.211 -1.728 0.182 0.00
C -3.845 1.953 -0.760 0.00
C -2.707 2.906 -1.172 0.00
C 0.661 -1.902 -3.961 0.00
C 2.649 -0.951 -4.911 0.00
C -3.183 -0.712 4.749 0.00
C 3.199 -1.121 0.944 0.00
C 3.273 1.646 -1.072 -0.03
C 0.607 -0.891 -2.997 -0.01
C 2.569 -2.616 -0.818 0.00
C 4.542 -1.368 0.692 0.00
C 1.512 1.338 2.683 0.00
C -0.970 -1.852 2.160 0.00
C 0.322 2.238 2.617 0.00
C 2.508 1.163 3.678 0.00
C -1.873 -0.012 2.748 0.00
C -1.692 -2.124 3.283 0.00
C 1.675 -1.945 -4.905 0.00
C -4.518 0.138 0.715 0.00
C -6.044 0.951 -0.943 0.00
C 2.593 0.068 -3.973 0.00
C -3.586 1.060 0.279 0.00
C -2.288 -0.340 -2.709 -0.02
C -5.760 0.078 0.096 0.00
C 1.147 3.062 -2.601 -0.03
C 3.906 -2.902 -1.056 0.00
C -5.093 1.880 -1.350 0.00
C 1.586 0.109 -3.003 -0.01
C 3.296 0.162 3.140 0.00
C 2.683 1.859 5.011 0.00
H 5.312 -0.832 1.225 0.00
H -6.996 0.910 -1.453 0.00
H -2.248 -0.953 -3.614 0.00
H 5.935 -2.453 -0.504 0.00
H -1.839 -3.026 3.847 0.00
H 1.403 3.930 -1.990 0.00
H 1.178 -1.451 0.332 0.00
H 3.444 -0.974 -5.649 0.00
H -0.097 -2.678 -3.970 0.00
H -1.852 -2.591 -0.371 0.00
H -2.965 0.244 5.224 0.00
H 3.737 0.683 -0.846 0.00
H -4.269 -0.551 1.514 0.00
H 4.182 -3.585 -1.848 0.00
H 0.832 2.818 4.441 0.00
H 1.710 -2.746 -5.637 0.00
H 0.097 3.157 -2.869 0.00
H 3.858 2.120 -1.864 0.00
H -2.155 1.025 2.814 0.00
H -2.319 0.708 -3.004 0.00
H 1.763 3.083 -3.505 0.00
H 3.346 2.277 -0.183 0.00
H 1.794 -3.055 -1.434 0.00
H -4.218 -0.710 4.402 0.00
H -3.057 -1.503 5.487 0.00
H -0.200 -3.049 -0.782 0.00
H -2.595 1.106 0.712 0.00
H -6.501 -0.650 0.404 0.00
H -1.462 -3.098 -2.015 0.00
H -3.216 -0.568 -2.181 0.00
H 3.356 0.840 -3.989 0.00
H -0.374 -2.525 1.574 0.00

---

77
Properties=species:S:1:pos:R:3:mulliken_charge:R:1 method="wB97M-V/def2-TZVPD" energy_ha=-2750.20812 orbital_gap_ev=6.521 relative_energy_kcal_mol=10.75 mol_weight_g_mol=733.22 e_homo_ev=-7.18 lumo_energy_ev=-0.7 spin_multiplicity=1
Cd -0.836 0.747 0.113 1.84
S -0.884 3.448 -0.238 -0.50
S 4.556 1.099 -1.912 -0.44
N -2.881 0.330 -1.002 -0.60
N -1.307 1.512 2.222 1.12
N -0.904 5.026 1.878 -0.43
N 2.026 0.599 0.935 0.06
N 6.147 3.165 -2.151 -0.18
N -1.109 2.835 2.469 -1.13
N 3.896 3.609 -2.746 -0.12
N -0.082 -1.074 -1.180 -0.52
N -5.644 -7.458 -4.435 -0.52
N -1.300 -1.363 2.003 0.16
C -5.092 -6.530 -4.010 0.04
C 2.557 1.422 3.644 1.07
C -4.723 -1.059 -1.208 -0.44
C 1.133 -1.489 -1.475 -0.64
C 2.488 2.354 2.568 -0.36
C -3.271 -0.981 -1.244 0.39
C -1.670 -0.726 3.161 1.05
C -3.889 -3.088 -3.325 -0.34
C -1.221 -3.388 3.212 -1.03
C 2.252 1.874 1.292 -0.70
C -0.176 -3.311 -1.764 -0.28
C 4.868 2.752 -2.353 0.28
C -1.788 0.725 3.181 -1.32
C -2.122 -1.475 4.261 -0.73
C -1.109 -2.660 2.024 -0.29
C -3.026 -4.544 -1.587 -0.16
C -4.532 -4.119 -3.922 -0.82
C -3.097 -3.270 -2.158 -0.64
C 4.015 4.624 -3.773 -0.79
C 2.598 0.075 3.258 -0.79
C 1.125 -2.864 -1.776 -1.15
C -3.988 1.073 -0.781 -0.39
C -1.007 -2.118 -1.498 -0.12
C -0.909 3.696 1.489 0.41
C -2.444 -2.052 -1.584 1.41
C -5.140 0.282 -0.896 -0.99
C 2.897 1.904 5.051 -1.39
C -4.324 -5.438 -3.466 0.47
C 6.775 4.511 -2.198 -0.92
C 2.222 -0.259 1.938 -0.34
C -1.839 -2.816 4.346 -0.51
C -3.597 -5.637 -2.219 -0.73
H 4.203 4.114 -4.780 0.26
H -3.808 -2.088 -3.694 0.61
H 3.939 2.303 5.134 0.29
H 1.975 -0.841 -1.424 0.81
H -6.102 0.552 -0.611 0.45
H -0.919 -4.406 3.300 0.46
H 4.857 5.310 -3.552 0.20
H -0.910 5.236 2.860 0.24
H 6.255 5.207 -1.502 0.33
H 6.761 2.410 -2.112 0.22
H 3.038 5.173 -3.801 0.33
H -3.643 -6.567 -1.615 0.35
H -0.500 -4.310 -2.011 0.55
H 2.165 2.723 5.314 0.35
H 7.837 4.499 -1.831 0.31
H -0.608 5.699 1.183 0.20
H 2.115 -1.297 1.608 0.37
H 2.974 3.283 -2.556 0.22
H -2.601 -0.924 5.079 0.35
H 2.794 1.000 5.686 0.34
H 2.041 -3.446 -1.958 0.42
H -1.964 -3.330 5.251 0.47
H -5.235 -3.829 -4.707 0.37
H 2.789 -0.802 3.879 0.34
H -5.359 -1.950 -1.432 0.43
H -3.940 2.097 -0.540 0.60
H 6.829 4.964 -3.211 0.30
H -2.405 -4.695 -0.650 0.38
H 2.538 3.382 2.812 0.47
H 2.279 2.623 0.468 0.21
H -2.215 1.151 4.091 0.22
H -0.817 -3.184 1.177 0.56